Density functional theory data (wB97M-V/def2-TZVPD) for C20H26CdNO7S as an isolated structure.

```
56
C20H26CdNO7S, DFT wB97M-V/def2-TZVPD
Cd -0.166 0.278 -0.631
O 2.189 -2.108 -3.327
C 1.948 -1.082 -2.532
O 1.024 -0.320 -2.696
C 2.963 -0.955 -1.417
O 2.530 0.042 -0.523
C 2.797 -0.197 0.857
C 1.500 -0.610 1.603
O 1.754 -0.564 3.031
O 0.439 0.108 1.255
H 1.548 -2.165 -4.059
H 3.925 -0.672 -1.879
H 3.092 -1.934 -0.940
H 3.139 0.747 1.292
H 3.578 -0.947 0.991
O -2.626 0.641 -0.827
C -3.209 1.903 -1.121
C -2.946 2.366 -2.558
C -1.455 2.301 -2.934
C -0.624 3.083 -1.961
C -0.523 4.468 -2.055
C 0.218 5.166 -1.117
C 0.839 4.452 -0.102
C 0.681 3.078 -0.061
N -0.030 2.412 -0.971
H -3.003 -0.009 -1.436
H -2.774 2.603 -0.404
H -4.293 1.861 -0.947
H -3.306 3.391 -2.661
H -3.506 1.739 -3.256
H -1.329 2.707 -3.939
H -1.114 1.260 -2.930
H -1.025 4.986 -2.858
H 0.310 6.241 -1.170
H 1.433 4.949 0.647
H 1.118 2.480 0.730
C -0.207 -1.520 5.283
C -0.148 -1.852 3.835
C -1.233 -2.100 3.088
C -1.165 -2.446 1.691
C 0.014 -2.607 1.077
C 1.270 -2.186 1.722
C 1.234 -1.884 3.232
S 0.140 -2.771 -0.707
C -0.706 -4.370 -0.958
O -0.848 -1.763 -1.236
H -1.234 -1.451 5.628
H 0.300 -0.572 5.462
H 0.318 -2.281 5.862
H -2.218 -2.035 3.525
H -2.092 -2.600 1.156
H 2.136 -2.774 1.415
H 1.910 -2.467 3.870
H -1.694 -4.332 -0.518
H -0.104 -5.144 -0.495
H -0.771 -4.542 -2.029
```

As for the energy above the lowest of the compared OMol25 structures with the same formula, charge and spin: 252.6 kJ/mol. The LUMO energy is -0.089 Eh. As for the net charge: +1. The gap between HOMO and LUMO comes out at 0.308 hartree.



Density functional theory data (wB97M-V/def2-TZVPD) for one molecule with the formula C20H26Cl2N2O.

```
51
C20H26Cl2N2O, DFT wB97M-V/def2-TZVPD
C -3.812 -2.737 1.957
C -2.824 -1.951 1.096
N -3.308 -0.617 0.818
C -4.475 -0.512 -0.031
C -4.419 -1.223 -1.391
C -2.337 0.445 0.733
C -1.558 0.621 -0.593
N -0.723 -0.496 -1.002
C 0.480 -0.723 -0.217
C 1.647 0.089 -0.847
O 1.545 -0.032 -2.248
C 1.584 1.554 -0.416
C 1.690 1.906 0.925
C 1.628 3.230 1.315
C 1.470 4.217 0.355
Cl 1.387 5.875 0.840
C 1.388 3.888 -0.987
C 1.449 2.559 -1.364
C 3.012 -0.428 -0.422
C 4.090 -0.191 -1.267
C 5.364 -0.604 -0.929
C 5.568 -1.255 0.276
Cl 7.158 -1.772 0.716
C 4.508 -1.498 1.133
C 3.236 -1.084 0.781
H -4.714 -2.977 1.400
H -3.355 -3.668 2.284
H -4.087 -2.153 2.830
H -1.886 -1.853 1.649
H -2.612 -2.538 0.185
H -4.658 0.553 -0.193
H -5.332 -0.910 0.525
H -5.325 -0.995 -1.947
H -4.366 -2.302 -1.264
H -3.565 -0.901 -1.980
H -1.624 0.305 1.551
H -2.861 1.389 0.921
H -2.267 0.808 -1.404
H -0.921 1.503 -0.496
H -1.283 -1.338 -1.047
H 0.358 -0.453 0.837
H 0.741 -1.782 -0.285
H 0.594 -0.138 -2.425
H 1.832 1.145 1.677
H 1.705 3.499 2.357
H 1.279 4.663 -1.729
H 1.392 2.291 -2.407
H 3.913 0.311 -2.204
H 6.195 -0.420 -1.593
H 4.677 -2.009 2.069
H 2.422 -1.290 1.459
```

Its SMILES is CCN(CC)CCNCC(O)(c1ccc(Cl)cc1)c1ccc(Cl)cc1. As for the energy above the lowest of the compared OMol25 structures with the same formula, charge and spin: 8.6 kJ/mol. The LUMO energy is 0.022 Eh. As for the net charge: 0. The gap between HOMO and LUMO comes out at 0.322 hartree.



Density functional theory data (wB97M-V/def2-TZVPD) for C20H26ClN3OS2 as an isolated structure.

```
53
C20H26ClN3OS2, DFT wB97M-V/def2-TZVPD
C -1.427 -2.941 -1.557
C -2.420 -2.079 -0.823
C -3.809 -2.400 -0.782
C -4.521 -1.533 0.036
C -3.904 -0.382 0.668
C -2.528 -0.203 0.837
C -1.678 -0.940 0.160
N -0.350 -0.809 -0.229
C 0.519 -0.476 0.820
N 1.653 0.055 0.502
C 1.997 0.234 -0.792
H 1.997 -0.515 -1.617
C 1.128 1.779 -1.405
H 0.010 1.208 -1.285
C 1.248 2.807 -0.444
N 0.252 3.859 -0.320
C 0.132 4.641 -1.718
H 1.184 4.834 -1.957
C -0.866 5.606 -1.723
O -2.055 5.301 -1.096
C -1.939 4.679 -0.052
C -1.063 3.334 0.143
H -1.097 2.867 1.012
H -1.580 2.674 -0.552
H -3.014 4.245 0.053
H -1.676 5.361 0.763
H -0.853 6.368 -2.627
H -0.372 6.253 -0.961
H -0.197 3.834 -2.410
H 2.147 3.333 -0.392
H 1.125 2.330 0.663
H 1.459 1.910 -2.405
H 2.983 0.722 -0.821
C 2.805 0.215 1.461
C 3.908 -0.781 1.143
C 5.124 -0.847 1.288
C 5.962 -1.801 0.666
C 5.119 -2.801 0.671
S 3.505 -2.462 0.529
H 5.536 -3.902 0.161
H 6.936 -1.725 0.997
H 5.726 0.174 1.887
H 2.425 -0.136 2.508
H 3.209 1.252 1.569
S 0.125 -0.657 2.446
H -0.095 -0.982 -1.025
H -2.235 0.646 1.379
H -4.691 0.223 1.459
H -5.559 -1.877 -0.002
Cl -4.264 -3.682 -1.590
H -1.910 -3.885 -2.036
H -1.032 -2.443 -2.555
H -0.671 -3.319 -1.182
```

As for the energy above the lowest of the compared OMol25 structures with the same formula, charge and spin: 1406.7 kJ/mol. The LUMO energy is 0.014 Eh. As for the net charge: 0. The gap between HOMO and LUMO comes out at 0.305 hartree.



Density functional theory data (wB97M-V/def2-TZVPD) for C20H26ClN4O4PbS as an isolated structure.

```
57
C20H26ClN4O4PbS, DFT wB97M-V/def2-TZVPD
Pb 0.165 -0.139 0.699
C 1.532 3.248 0.202
O 0.163 2.903 0.048
C -0.261 3.014 -1.300
C -1.746 2.728 -1.377
O -2.090 1.356 -1.462
C -2.142 0.783 -2.755
C -1.064 -0.251 -2.943
O -1.342 -1.316 -2.057
C -0.403 -2.372 -2.176
H 1.699 4.289 -0.105
H 2.166 2.580 -0.385
H 1.775 3.138 1.258
H 0.316 2.324 -1.923
H -0.079 4.041 -1.653
H -2.183 3.276 -2.221
H -2.204 3.100 -0.458
H -2.072 1.554 -3.529
H -3.113 0.287 -2.855
H -0.075 0.165 -2.722
H -1.074 -0.606 -3.985
H -0.470 -2.833 -3.170
H -0.638 -3.099 -1.403
H 0.618 -2.008 -2.025
N 2.391 -1.688 4.402
C 2.191 -1.143 3.141
S 1.260 0.343 3.128
N 2.730 -1.784 2.164
N 2.504 -1.210 0.917
C 3.337 -1.632 0.046
C 3.444 -1.261 -1.361
C 4.443 -1.919 -2.088
C 4.698 -1.656 -3.420
C 3.923 -0.682 -4.053
C 2.932 -0.011 -3.370
C 2.641 -0.270 -2.001
O 1.683 0.357 -1.415
H 1.652 -1.467 5.047
H 2.629 -2.670 4.359
H 4.080 -2.349 0.400
H 5.035 -2.667 -1.567
H 5.478 -2.184 -3.953
H 4.101 -0.444 -5.097
H 2.332 0.747 -3.863
Cl -0.669 -2.616 1.313
N -1.924 0.820 1.733
C -3.110 0.369 1.453
C -3.389 -0.598 0.416
C -4.679 -1.010 0.199
C -5.735 -0.513 0.971
C -5.494 0.423 1.986
C -4.222 0.865 2.232
H -2.569 -0.986 -0.170
H -4.878 -1.739 -0.576
H -6.746 -0.857 0.787
H -6.319 0.797 2.580
H -4.007 1.586 3.011
```

As for the energy above the lowest of the compared OMol25 structures with the same formula, charge and spin: 133.4 kJ/mol. The LUMO energy (alpha / beta) is 0.038 / 0.057 Eh. As for the net charge: -1. The gap between HOMO and LUMO (alpha / beta) comes out at 0.191 / 0.212 hartree.



Density functional theory data (wB97M-V/def2-TZVPD) for a 3-piece molecular cluster, C20H26F16N3O4S overall.

```
70
C20H26F16N3O4S, DFT wB97M-V/def2-TZVPD
C -9.552 -1.208 -0.538
N -9.192 -0.017 -0.201
N -7.900 0.143 -0.702
C -7.613 -0.959 -1.312
S -6.191 -1.354 -2.229
C -5.754 -2.913 -1.401
C -4.233 -3.107 -1.409
C -3.642 -3.154 -0.001
C -2.278 -3.845 0.036
C -1.604 -3.867 1.399
C -1.168 -2.512 1.918
O -1.028 -2.543 3.322
C -2.287 -2.563 3.936
C -3.200 -3.681 3.386
N -2.455 -4.567 2.439
O -8.612 -1.878 -1.252
H -10.472 -1.719 -0.336
H -6.135 -2.835 -0.388
H -6.264 -3.747 -1.867
H -4.004 -4.043 -1.913
H -3.759 -2.306 -1.966
H -4.337 -3.710 0.634
H -3.589 -2.143 0.396
H -2.447 -4.879 -0.264
H -1.585 -3.374 -0.651
H -0.708 -4.475 1.304
H -0.191 -2.300 1.510
H -1.833 -1.697 1.632
H -2.140 -2.696 4.999
H -2.787 -1.605 3.786
H -4.073 -3.269 2.899
H -3.549 -4.305 4.201
H -1.849 -5.164 2.995
H -3.113 -5.178 1.961
C 2.850 -1.934 -1.903
C 1.596 -1.756 -1.038
C 0.828 -0.435 -1.133
F 1.573 0.604 -0.743
F -0.244 -0.526 -0.291
F 1.863 -2.037 0.258
F 0.697 -2.701 -1.474
O 4.094 -1.698 -1.287
C 4.657 -0.450 -1.274
C 4.849 0.067 0.156
F 3.678 0.064 0.827
F 5.289 1.344 0.080
F 3.959 0.422 -2.016
F 5.889 -0.552 -1.803
H 2.870 -2.997 -2.143
H 2.754 -1.396 -2.846
H 0.463 -0.270 -2.150
H 5.574 -0.545 0.693
C 3.967 6.020 0.678
C 3.465 5.233 -0.540
C 4.410 4.205 -1.162
F 5.532 4.783 -1.631
F 3.776 3.612 -2.204
F 3.004 6.075 -1.484
F 2.408 4.491 -0.087
O 4.475 7.317 0.453
C 5.794 7.547 0.189
C 5.995 8.177 -1.194
F 5.471 7.390 -2.153
F 7.320 8.305 -1.416
F 6.545 6.444 0.343
F 6.229 8.462 1.083
H 3.073 6.190 1.277
H 4.647 5.419 1.283
H 4.674 3.433 -0.438
H 5.521 9.160 -1.228
```

The LUMO energy is -0.118 Eh. As for the net charge: +1. The gap between HOMO and LUMO comes out at 0.305 hartree.



Density functional theory data (wB97M-V/def2-TZVPD) for C20H26F3N6O3TeV as an isolated structure.

```
60
C20H26F3N6O3TeV, DFT wB97M-V/def2-TZVPD
V -1.323 -1.959 0.906
N 0.214 -1.347 -3.509
C 0.479 -1.432 -2.031
C 1.292 -0.251 -1.527
C 1.535 -0.411 -0.025
N 0.242 -0.414 0.705
C 2.304 -1.692 0.259
C 1.575 -2.921 -0.265
N 0.411 -3.241 0.630
C 1.156 -2.762 -1.729
H 0.058 -0.384 -3.813
H -0.654 -1.920 -3.688
H 0.983 -1.727 -4.063
H -0.524 -1.414 -1.597
H 0.793 0.699 -1.737
H 2.266 -0.229 -2.023
H 2.109 0.449 0.328
H -0.261 0.461 0.492
H 0.450 -0.249 1.693
H 2.502 -1.793 1.330
H 3.282 -1.635 -0.221
H 2.249 -3.779 -0.226
H 0.799 -3.365 1.568
H 0.055 -4.164 0.381
H 0.523 -3.593 -2.046
H 2.080 -2.826 -2.313
C 2.047 3.394 2.663
Te 0.052 2.878 2.086
C 0.091 4.629 0.862
C 1.495 5.175 0.967
C 1.857 6.296 0.221
C 3.136 6.814 0.307
C 4.071 6.216 1.144
C 3.716 5.108 1.892
C 2.427 4.582 1.812
H 2.716 2.552 2.489
H 2.060 3.632 3.725
H -0.647 5.333 1.241
H -0.169 4.366 -0.160
H 1.127 6.765 -0.427
H 3.405 7.686 -0.274
H 5.072 6.619 1.217
H 4.441 4.650 2.554
F -5.015 0.580 1.991
C -4.266 -0.370 1.482
F -4.382 -1.486 2.218
F -4.675 -0.663 0.242
C -2.776 0.065 1.379
O -2.438 0.896 0.584
O -1.908 -0.657 2.098
N -3.970 -4.692 0.614
C -3.266 -4.058 -0.313
O -2.292 -3.254 0.113
C -3.480 -4.198 -1.676
C -2.625 -3.508 -2.553
N -1.889 -2.949 -3.240
C -4.533 -5.028 -2.145
N -5.373 -5.717 -2.522
H -4.744 -5.282 0.340
H -3.861 -4.475 1.590
```

The expectation value of S² is 2.016. As for the energy above the lowest of the compared OMol25 structures with the same formula, charge and spin: 223.0 kJ/mol. The LUMO energy (alpha / beta) is -0.305 / -0.283 Eh. As for the net charge: +2. The gap between HOMO and LUMO (alpha / beta) comes out at 0.159 / 0.182 hartree. Its multiplicity is 3.



Density functional theory data (wB97M-V/def2-TZVPD) for a 2-piece molecular cluster, C20H26F3NO2 overall.

```
52
C20H26F3NO2, DFT wB97M-V/def2-TZVPD
F 4.635 1.112 2.186
C 5.434 0.732 1.078
F 5.775 -0.652 1.299
F 6.639 1.469 1.148
C 4.699 0.786 -0.339
O 4.488 2.127 -0.850
C 3.414 2.769 -0.117
C 2.282 3.436 -1.037
C 1.056 3.795 -0.038
C 1.240 5.065 0.850
C 0.086 5.387 1.848
N -1.066 4.531 1.926
C -1.293 3.354 1.108
C -0.241 2.899 0.074
C -0.340 1.620 -0.873
C -1.719 0.794 -0.748
C -1.359 -0.755 -1.109
C -1.382 -1.682 0.218
C -0.424 -1.253 1.370
C -0.429 -2.142 2.661
C -1.401 -3.371 2.728
C -2.347 -3.791 1.570
C -2.325 -2.907 0.276
H 3.748 0.139 -0.352
H 5.419 0.282 -1.092
H 3.798 3.545 0.646
H 2.902 1.939 0.509
H 2.636 4.400 -1.554
H 1.887 2.757 -1.873
H 2.194 5.690 0.752
H 0.244 6.307 2.524
H -1.802 4.762 2.613
H -2.261 2.769 1.234
H 0.535 0.910 -0.602
H -0.177 1.921 -1.963
H -2.103 0.810 0.329
H -2.454 1.259 -1.499
H -2.088 -1.122 -1.907
H -0.283 -0.852 -1.520
H 0.260 -0.347 1.220
H 0.261 -1.898 3.537
H -1.420 -4.014 3.672
H -3.024 -4.712 1.645
H -2.980 -3.148 -0.658
C -4.153 -5.791 -3.257
C -3.514 -5.367 -1.918
O -4.386 -4.576 -1.285
H -4.369 -4.929 -3.896
H -3.465 -6.446 -3.810
H -5.083 -6.350 -3.104
H -2.526 -4.942 -2.194
H -3.217 -6.316 -1.428
```

As for the energy above the lowest of the compared OMol25 structures with the same formula, charge and spin: 1369.2 kJ/mol. The LUMO energy is -0.112 Eh. As for the net charge: 0. The gap between HOMO and LUMO comes out at 0.052 hartree.



Density functional theory data (wB97M-V/def2-TZVPD) for C20H26GeIrN4O2S4Se as an isolated structure.

```
59
C20H26GeIrN4O2S4Se, DFT wB97M-V/def2-TZVPD
Ir 0.735 -0.232 0.411
C 1.691 -4.706 -2.230
S 2.227 -3.154 -2.976
C 1.766 -1.963 -1.800
S 0.878 -2.415 -0.387
N 2.122 -0.750 -2.148
N 1.696 0.204 -1.268
C 1.988 1.439 -1.479
C 1.531 2.401 -0.475
C 1.733 3.762 -0.588
C 1.248 4.598 0.409
C 0.570 4.046 1.480
C 0.402 2.670 1.537
N 0.878 1.867 0.588
H 2.138 -5.485 -2.845
H 0.608 -4.805 -2.246
H 2.066 -4.789 -1.214
H 2.552 1.722 -2.358
H 2.263 4.154 -1.445
H 1.394 5.667 0.341
H 0.169 4.662 2.271
H -0.140 2.196 2.346
O -1.731 0.776 3.351
S -1.169 -0.541 3.456
O -2.026 -1.674 3.308
N 0.112 -0.642 2.378
C 1.255 -0.882 2.983
S 2.580 -0.858 1.944
C 1.172 -0.997 4.447
C 2.169 -1.267 5.365
C 1.821 -1.299 6.710
C 0.513 -1.057 7.119
C -0.493 -0.785 6.196
C -0.129 -0.761 4.868
H 3.185 -1.451 5.041
H 2.577 -1.515 7.452
H 0.272 -1.078 8.173
H -1.509 -0.593 6.510
C 0.173 0.621 -4.809
Ge -1.600 0.478 -4.032
C -2.259 2.221 -3.457
C -2.856 -0.424 -5.208
C -1.516 -0.699 -2.409
Se -1.426 0.219 -0.694
C -2.715 -0.878 0.246
H 0.145 1.247 -5.701
H 0.557 -0.360 -5.090
H 0.872 1.064 -4.102
H -2.385 2.887 -4.310
H -1.557 2.687 -2.764
H -3.221 2.127 -2.952
H -2.966 0.131 -6.140
H -3.837 -0.494 -4.738
H -2.509 -1.428 -5.452
H -0.701 -1.416 -2.465
H -2.447 -1.263 -2.362
H -3.613 -0.875 -0.367
H -2.922 -0.423 1.210
H -2.330 -1.886 0.372
```

As for the energy above the lowest of the compared OMol25 structures with the same formula, charge and spin: 19.8 kJ/mol. The LUMO energy is -0.141 Eh. As for the net charge: +1. The gap between HOMO and LUMO comes out at 0.266 hartree.